Density functional theory data (ωB97M-V/def2-TZVPD) for an isolated molecule of C3H6OS2 in a non-equilibrium geometry.

Summary:
E_tot in eV: -26925.230
SMILES string: CSC(=S)CO
Orbital gap in eV: 8.5

Each line ends with the Löwdin charge.
Geometry (Å):
S 1.006 0.832 -1.059  0.8823
S -1.470 2.418 -0.801  0.6848
O -1.064 -1.212 -0.167  -0.1025
C 1.735 -0.396 -0.056  -0.4147
C -1.061 0.053 0.497  -0.3570
C -0.544 1.187 -0.386  -1.1677
H 1.025 -1.248 0.069  0.0477
H -1.824 -1.195 -0.769  0.1067
H -2.029 0.231 0.971  0.1111
H 2.625 -0.742 -0.567  0.0399
H -0.376 -0.039 1.372  0.1166
H 1.976 0.111 0.895  0.0530



Density functional theory data (ωB97M-V/def2-TZVPD) for a cluster of 2 separate species, C3H6S in total in a non-equilibrium geometry.

Summary:
E_tot in eV: -14038.221
Orbital gap (spin up / spin down) in eV: 8.9 / 7.9

Each line ends with the Löwdin charge.
Geometry (Å):
S -1.903 0.369 0.701  0.6565
C 0.384 -0.837 -1.257  -0.1871
C 1.261 -0.342 -0.430  -0.0494
C -0.315 0.525 1.473  -0.4500
H 0.679 -1.304 -2.216  0.0504
H 0.194 1.472 1.215  0.0080
H 0.103 -0.511 1.770  0.0349
H -1.972 1.738 0.408  -0.0865
H -0.752 -0.879 -0.985  -0.0065
H 2.321 -0.231 -0.678  0.0297



Density functional theory data (ωB97M-V/def2-TZVPD) for an isolated molecule of C3H6S2 in a non-equilibrium geometry.

Summary:
E_tot in eV: -24877.041
SMILES string: C[C@@H](S)C=S
Orbital gap in eV: 8.4

Each line ends with the Löwdin charge.
Geometry (Å):
S -0.517 1.945 -0.141  0.7031
S 2.719 -0.234 -0.367  0.7466
C 0.065 0.132 -0.300  -0.7758
C 1.345 -0.071 0.406  -0.7540
C -0.965 -0.737 0.380  -0.1727
H 0.154 -0.235 -1.376  0.1137
H 1.254 0.180 1.373  0.0151
H -0.856 -0.855 1.432  0.0539
H -0.576 2.211 -1.464  -0.1468
H -0.560 -1.749 -0.102  0.1249
H -2.065 -0.588 0.159  0.0920



Density functional theory data (ωB97M-V/def2-TZVPD) for an isolated molecule of C3H6S3 in a non-equilibrium geometry.

Summary:
E_tot in eV: -35711.186
SMILES string: C1SCSCS1
Orbital gap in eV: 9.1

Each line ends with the Löwdin charge.
Geometry (Å):
S -1.643 -0.606 0.222  0.7255
S 0.763 1.415 -0.485  0.7161
S 1.444 -1.458 -0.065  0.6102
C 1.551 0.421 0.658  -0.8045
C -0.349 -1.403 -0.731  -0.8383
C -1.075 1.061 -0.013  -0.7931
H 2.662 0.714 1.186  0.1352
H -0.136 -0.829 -1.715  0.0389
H -1.467 1.539 1.083  0.1013
H -0.751 -2.509 -0.651  0.0633
H 0.737 0.204 1.398  -0.0078
H -1.735 1.450 -0.887  0.0530



Density functional theory data (ωB97M-V/def2-TZVPD) for an isolated molecule of C3H6Si in a non-equilibrium geometry.

Summary:
E_tot in eV: -11082.140
SMILES string: C=C=C[SiH3]
Orbital gap in eV: 9.7

Each line ends with the Löwdin charge.
Geometry (Å):
Si -1.987 0.164 0.109  0.6911
C 2.416 0.292 0.326  -0.0400
C 1.228 0.322 -0.216  -0.2713
C -0.015 0.309 -0.718  -0.2459
H -2.568 1.384 0.353  -0.1456
H 0.233 -0.141 -1.799  0.0867
H -1.965 -0.707 1.299  -0.1005
H 2.986 1.081 0.861  0.0679
H -2.840 -0.494 -0.894  -0.1042
H 2.813 -0.734 0.312  0.0618



Density functional theory data (ωB97M-V/def2-TZVPD) for a cluster of 33 separate species, C3H77N2O36P2S in total in a non-equilibrium geometry.

Summary:
Net charge: +1
E_tot in eV: -110459.746
Orbital gap in eV: 9.1

Each line ends with the Löwdin charge.
Geometry (Å):
S 1.827 1.098 0.156  0.3825
P -1.971 -1.132 1.726  0.4193
P 0.921 -0.340 1.052  0.5500
O 3.160 3.569 5.051  -0.0454
O -4.123 0.961 4.466  -0.0366
O 0.039 -0.263 5.789  -0.0482
O 1.549 -2.899 7.243  -0.0713
O 0.472 -1.101 -3.499  -0.0629
O 4.562 -5.091 0.371  -0.0433
O 1.229 1.634 -3.530  -0.0577
O -6.159 -0.802 -1.522  -0.0527
O 1.322 -3.794 4.512  -0.0420
O -2.448 1.776 -7.235  -0.0510
O -7.907 -1.115 1.120  -0.0468
O 1.760 -2.785 12.097  -0.0520
O 5.659 6.067 -4.386  -0.0551
O -3.225 -0.217 1.856  -0.0590
O 4.886 -1.797 -6.966  -0.0487
O 5.481 -1.889 1.433  -0.0579
O -1.076 0.371 -5.560  -0.0604
O -1.268 1.017 0.497  -0.0469
O 2.327 0.016 -7.958  -0.0589
O -6.925 0.964 -4.094  -0.0318
O 3.239 3.933 -4.485  -0.0554
O 0.389 3.004 5.387  -0.0616
O 2.570 -3.080 1.431  -0.0844
O -7.810 -2.704 -3.209  -0.0578
O -1.219 -1.305 2.954  -0.2183
O 3.269 -0.574 -2.431  -0.0732
O 2.011 -1.947 -6.004  -0.0576
O 2.910 -5.244 8.756  -0.0551
O 0.869 1.506 7.987  -0.0595
O -4.221 2.412 -5.025  -0.0401
O 1.956 -0.818 9.173  -0.0598
O -5.906 4.176 -3.278  -0.0516
O 2.905 3.451 8.994  -0.0430
O 5.668 2.337 -5.559  -0.0607
O -2.479 -2.458 1.089  -0.0318
O 0.482 2.627 -7.395  -0.0505
N -0.884 -0.336 0.513  -0.4007
N -3.451 1.266 -1.856  0.0258
C -2.422 0.390 -2.428  -0.2401
C -0.866 -0.980 -0.859  -0.2038
C -2.130 -0.918 -1.678  -0.1449
H -6.762 -0.489 -0.829  0.0441
H -7.136 -3.151 -3.727  0.0321
H 3.581 3.813 4.222  0.0470
H 5.996 -2.685 1.588  0.0275
H 1.442 0.960 -4.185  0.0289
H 5.887 6.006 -5.318  0.0306
H 0.371 1.692 7.179  0.0090
H 2.567 3.254 -4.344  0.0062
H 2.286 0.348 -8.861  0.0561
H 3.116 -0.170 -1.567  -0.0608
H 6.387 2.839 -5.955  0.0389
H -3.250 1.900 -6.703  0.0353
H 2.113 -2.442 7.891  0.0268
H -1.471 0.922 -2.442  0.1034
H 5.285 -4.741 -0.160  0.0518
H -6.619 0.474 -3.323  -0.0090
H -5.012 0.606 4.356  0.0527
H -2.653 0.140 -3.455  0.0968
H -0.830 1.123 -5.009  0.0227
H -3.908 3.320 -4.935  0.0716
H 1.265 -0.816 9.842  0.0463
H 3.458 3.856 -5.421  0.0396
H 2.166 -3.248 6.586  0.0330
H -3.057 2.141 -1.548  0.0775
H 3.099 -0.570 -7.948  0.0276
H 2.825 -3.742 0.769  0.0388
H 0.301 3.057 4.433  0.0298
H -6.786 3.842 -3.486  0.0444
H 0.641 -3.803 5.196  0.0438
H -4.134 2.048 -4.139  0.0034
H -0.416 -0.767 5.108  -0.0091
H -3.434 -2.407 0.938  0.1209
H 1.034 -0.331 2.444  0.0156
H 2.606 -4.558 8.150  -0.0149
H -3.602 0.209 4.768  0.0410
H -0.907 1.402 -0.319  0.0915
H -5.636 -0.025 -1.754  0.0061
H 1.026 -3.106 3.909  0.0141
H -3.888 0.889 -1.026  0.0535
H -8.794 -1.460 0.967  0.0561
H 5.277 -1.088 -6.445  0.0381
H -0.424 2.338 -7.540  -0.0073
H -0.044 -1.377 -4.270  0.0484
H 2.519 -3.586 2.250  0.0462
H -1.662 0.760 -6.226  -0.0239
H 5.533 2.745 -4.697  0.0191
H -3.005 -1.273 -1.142  0.1039
H -2.590 2.292 -8.034  0.0844
H -7.323 -2.113 -2.624  -0.0199
H 1.877 -2.071 12.731  0.0372
H 1.101 2.378 8.331  0.0291
H 1.669 -0.160 8.522  0.0032
H 3.166 4.378 5.572  0.0507
H 1.264 2.617 5.513  0.0059
H 1.425 -1.547 -6.658  0.0285
H 4.009 -0.079 -2.800  0.0524
H -0.015 -0.569 -1.391  0.0738
H -6.109 1.220 -4.540  0.0078
H 4.983 -5.720 0.966  0.0561
H 1.003 1.818 -7.368  -0.0009
H 0.400 -0.939 6.378  0.0192
H -1.953 -1.637 -2.469  0.1230
H 2.087 -2.430 11.264  0.0089
H -0.657 -2.030 -0.676  0.1296
H 2.244 -5.263 9.449  0.0376
H 3.692 3.720 8.514  0.0421
H -7.427 -1.862 1.489  0.0389
H 1.319 1.172 -2.692  -0.0327
H -3.002 0.525 2.451  0.0978
H 3.244 2.978 9.760  0.0510
H 4.983 5.390 -4.256  -0.0059
H 0.921 -1.908 -3.222  0.0632
H 2.254 -1.210 -5.436  0.0175
H 4.571 -2.198 1.366  -0.0165
H -5.470 3.421 -2.874  -0.0029
H 4.629 -2.464 -6.323  0.0345
H 1.386 -1.545 0.540  -0.0077



Density functional theory data (ωB97M-V/def2-TZVPD) for a structure of composition C3H7AgF4N3O13PS4 in a non-equilibrium geometry.

Summary:
Net charge: -2
E_tot in eV: -101808.737
Expectation value of S²: 2.023
Multiplicity: 3
Orbital gap (spin up / spin down) in eV: 8.4 / 7.2

Each line ends with the Mulliken spin population.
Geometry (Å):
Ag -1.089 0.041 0.769  0.2843
S -2.136 3.176 0.200  -0.0025
S -0.203 -2.895 -0.774  -0.0013
S -2.532 -2.743 -0.351  -0.0025
S -2.298 2.259 -1.878  0.0017
P -1.330 -0.359 3.490  -0.1181
F 0.020 -1.848 -2.019  0.0001
F -1.619 2.918 1.755  -0.0012
F -3.462 -1.866 0.667  0.0001
F -2.230 0.770 -2.372  0.0003
O -1.880 -1.727 4.036  0.6190
O -0.467 -4.198 -1.439  -0.0004
O -0.146 -0.643 2.571  0.3683
O -2.684 -4.096 0.243  0.0011
O -0.901 0.426 4.783  0.4671
O -1.295 2.786 -2.794  0.0018
O -3.735 2.556 -2.185  0.0019
O -1.224 4.233 -0.227  0.0065
O 1.068 -2.801 -0.112  -0.0005
O -3.287 -2.488 -1.595  0.0000
O -2.330 0.383 2.550  0.3738
O -3.556 3.527 0.448  0.0022
O 1.142 0.769 0.427  -0.0145
N -1.274 -1.901 -0.100  -0.0020
N 3.142 0.344 -0.380  0.0004
N -1.747 1.766 -0.304  0.0122
C 4.198 0.520 -1.484  0.0003
C 3.516 -0.666 0.576  -0.0006
C 1.979 0.965 -0.402  0.0023
H 4.888 1.318 -1.210  0.0000
H 1.880 1.718 -1.200  0.0001
H 3.338 -1.600 0.042  0.0001
H 4.526 -0.493 0.947  -0.0001
H 3.992 0.641 -2.547  0.0000
H 2.857 -0.462 1.420  -0.0001
H 4.878 -0.329 -1.552  0.0000



Density functional theory data (ωB97M-V/def2-TZVPD) for a structure of composition C3H7AgO5 in a non-equilibrium geometry.

Summary:
Net charge: +1
E_tot in eV: -17451.136
Expectation value of S²: 0.753
Multiplicity: 2
Orbital gap (spin up / spin down) in eV: 8.0 / 6.0

Each line ends with the Mulliken spin population.
Geometry (Å):
Ag 3.206 0.799 -1.213  0.0001
O 2.300 2.765 -2.329  1.0159
O -1.345 -0.886 0.751  0.0001
O -3.040 -2.205 0.651  0.0000
O -1.069 -2.920 -0.170  0.0000
O 1.480 1.327 0.444  0.0029
C -0.014 -0.527 0.409  -0.0018
C 0.193 0.904 0.861  0.0024
C -1.747 -2.095 0.391  -0.0001
H -0.567 1.563 0.413  0.0009
H 0.689 -1.201 0.918  0.0002
H -3.388 -3.002 0.232  0.0000
H 1.569 2.763 -2.976  -0.0186
H 0.112 -0.611 -0.681  -0.0001
H 0.116 0.978 1.955  0.0007
H 1.506 2.348 0.343  -0.0026